[1]
Density functional theory data (wB97M-V/def2-TZVPD) for the ion C5H10NO2 with charge +1 in a non-equilibrium geometry.

## Properties
lowest unoccupied orbital energy = -4.2 eV
frontier orbital gap = 8.948 eV
charge = +1

Structure (XYZ):
```
18
C5H10NO2 | the Open Molecules 2025 dataset | wB97M-V/def2-TZVPD
C -1.63992 -0.17433 0.00748
C -0.45588 -0.63838 0.31344
C -0.50028 2.08875 0.52613
C -0.25695 3.34461 1.23327
C 0.13664 -2.44709 -1.29820
N -0.26499 -2.13509 0.08322
O -2.67491 -0.39875 -0.52907
O -1.51349 1.41457 0.65275
H 0.31332 0.03141 0.49516
H 0.15666 1.94145 -0.24873
H 0.20674 3.23524 2.13757
H -1.17349 3.83029 1.53330
H 0.43647 3.93674 0.68678
H 0.24538 -3.44736 -1.50683
H -0.64995 -1.92807 -1.94623
H 1.12668 -2.07635 -1.57914
H 0.45049 -2.49054 0.75840
H -1.10088 -2.71173 0.18453
```


[2]
Density functional theory data (wB97M-V/def2-TZVPD) for the ion C8H19N7 with charge +2 in a non-equilibrium geometry.

## Properties
lowest unoccupied orbital energy = -6.9 eV
frontier orbital gap = 10.333 eV
SMILES = CN/C(N)=[NH+]\C1=NN=N[C@H]1CCCC[NH3+]
charge = +2

Structure (XYZ):
```
34
C8H19N7 | the Open Molecules 2025 dataset | wB97M-V/def2-TZVPD
C 1.65234 1.98018 -4.73041
N 1.03468 1.62297 -3.44042
C 0.57669 2.48511 -2.62265
N 0.75214 3.85189 -2.68464
N -0.03783 2.03787 -1.39942
C -0.30283 0.71841 -1.15436
N -0.06963 -0.32396 -1.82879
N -0.68900 -1.44699 -1.28394
N -1.20140 -1.17234 -0.19221
C -1.08562 0.26823 0.12843
C -0.77934 0.38144 1.77016
C 0.43473 -0.45563 2.26863
C -0.10443 -1.54856 3.15791
C -0.00313 -2.89229 2.53834
N -1.24050 -3.19898 1.74375
H 0.78954 1.74377 -5.43173
H 1.99194 3.08498 -4.79618
H 2.44729 1.29732 -5.06722
H 0.91139 0.68741 -3.16906
H 1.08468 4.25820 -3.58390
H 0.09927 4.38994 -2.11557
H -0.01709 2.60532 -0.52936
H -2.08093 0.67879 0.13317
H -0.59385 1.27855 2.17662
H -1.75631 0.07903 2.13886
H 0.88690 -0.88577 1.37458
H 1.03544 0.21284 2.82012
H -1.04433 -1.24904 3.64357
H 0.65063 -1.75035 3.94510
H 0.88849 -2.88399 1.77705
H 0.14245 -3.85849 3.20757
H -1.18003 -4.23079 1.49802
H -1.37380 -2.42531 0.99701
H -2.12100 -3.20095 2.25694
```


[3]
Density functional theory data (wB97M-V/def2-TZVPD) for a structure of composition C45H59F6InN3OP2SSi in a non-equilibrium geometry.

## Properties
lowest unoccupied orbital energy = 1.9 eV
frontier orbital gap = 6.346 eV
charge = -1

Structure (XYZ):
```
119
C45H59F6InN3OP2SSi | the Open Molecules 2025 dataset | wB97M-V/def2-TZVPD
In 0.41903 -3.48738 -0.20609
C 3.72086 -2.26411 1.08870
Si 2.35327 -1.26905 0.20397
C 2.44514 0.52022 0.93604
C 3.62396 1.25952 0.63013
C 3.93958 2.45678 1.28727
C 3.10431 2.92350 2.32382
C 1.94692 2.22437 2.65131
C 1.59579 1.00154 2.00318
P 0.18086 0.03937 2.71291
C 0.67993 0.04691 4.61655
C 0.15933 1.21429 5.57233
C -1.01626 0.81174 6.46742
C -0.64990 -0.44193 7.20848
C -0.31091 -1.61483 6.26524
C 0.71471 -1.36909 5.17433
C -1.36445 1.21228 2.60493
C -2.48979 0.44823 1.85990
C -3.72490 1.30905 1.57918
C -3.29171 2.61542 0.85317
C -2.26675 3.42940 1.69169
C -1.05325 2.50667 1.94277
C 2.88481 -0.92132 -1.57244
C 3.83238 -1.82643 -2.19586
C 4.29453 -1.58957 -3.46645
C 4.02188 -0.38675 -4.09264
C 3.19746 0.52300 -3.50091
C 2.48649 0.22430 -2.27657
P 0.87574 1.07427 -1.85812
C 0.05334 0.70397 -3.48826
C -1.40960 0.16599 -3.36803
C -1.91430 -0.34218 -4.79596
C -1.69132 0.67701 -5.94905
C -0.34689 1.43747 -5.87450
C 0.17353 1.86391 -4.52394
C 1.18903 2.94351 -1.60129
C -0.15072 3.80140 -1.57368
C 0.07141 5.38838 -1.58206
C 1.53972 5.76037 -1.42286
C 2.35556 5.03200 -2.53579
C 2.29151 3.46875 -2.48361
H 4.58352 -1.59116 0.95318
H 3.77262 -3.22577 0.58074
H 3.55036 -2.33933 2.13946
H 4.28557 0.98540 -0.17458
H 4.86040 2.96480 1.03993
H 3.37668 3.87187 2.84899
H 1.24520 2.61307 3.39090
H 1.75231 0.32853 4.43639
H -0.08199 2.07610 4.92535
H 0.99818 1.57433 6.26282
H -1.99435 0.69166 5.92453
H -1.25575 1.66898 7.12493
H -1.50829 -0.81794 7.75153
H 0.18097 -0.18164 7.89828
H -1.32017 -1.82376 5.78138
H -0.08976 -2.55799 6.79723
H 0.52924 -2.06708 4.34205
H 1.74175 -1.65011 5.56014
H -1.64432 1.40724 3.61807
H -2.69651 -0.43566 2.46266
H -2.10632 0.05963 0.87098
H -4.26590 1.54084 2.55475
H -4.48714 0.74784 1.01797
H -4.15949 3.24993 0.70773
H -2.81101 2.39301 -0.10742
H -2.75366 3.74714 2.63352
H -1.93573 4.33512 1.21806
H -0.27736 3.10960 2.45217
H -0.55373 2.28399 0.99001
H 4.15838 -2.69349 -1.58883
H 5.00450 -2.31602 -3.85223
H 4.31967 -0.16700 -5.13898
H 2.99640 1.41925 -3.99262
H 0.58883 -0.19392 -3.90312
H -2.10082 0.96112 -3.04256
H -1.52065 -0.61455 -2.59679
H -3.03552 -0.54160 -4.77084
H -1.42287 -1.32245 -4.92470
H -2.53665 1.36064 -5.90867
H -1.82266 0.14658 -6.91317
H -0.49159 2.37756 -6.41803
H 0.38571 0.86061 -6.41908
H -0.42735 2.73621 -4.22570
H 1.20891 2.12179 -4.61602
H 1.55486 3.00108 -0.59888
H -0.65320 3.59452 -0.60542
H -0.76299 3.52995 -2.45319
H -0.63727 5.81710 -0.78928
H -0.31218 5.82724 -2.53640
H 1.94849 5.48467 -0.43435
H 1.67005 6.81376 -1.52315
H 3.40981 5.26882 -2.57441
H 1.90802 5.48797 -3.43565
H 3.23757 3.10750 -2.00952
H 2.26191 3.06404 -3.49550
F 2.10638 -4.51828 -0.11814
S 0.04803 -5.66199 3.90630
C -0.01313 -4.62157 2.69703
N -0.09131 -3.88471 1.79793
N 0.13818 -3.08500 -3.58488
C 0.27233 -3.18218 -2.43138
H 0.30045 -2.87252 -4.57259
N -4.86114 -2.21532 -1.61597
H -5.30685 -2.83367 -0.94012
H -4.08463 -2.73681 -2.04232
H -5.54311 -2.17334 -2.38619
F -3.69156 -9.29810 0.41266
C -3.15756 -8.10496 0.26972
C -1.79191 -7.91302 0.29908
F -0.93632 -8.90495 0.69748
C -1.25483 -6.72131 -0.05132
F 0.09000 -6.50735 0.05172
C -2.05558 -5.58827 -0.38631
O -1.56429 -4.43336 -0.83666
C -3.41706 -5.71366 -0.09440
F -4.24397 -4.65730 -0.11350
C -3.96423 -6.93660 0.17905
F -5.31292 -7.09677 0.32296
```


[4]
Density functional theory data (wB97M-V/def2-TZVPD) for a cluster of 2 separate species, C5H10O in total in a non-equilibrium geometry.

## Properties
lowest unoccupied orbital energy = 0.8 eV
frontier orbital gap = 9.617 eV
SMILES = C=CC(=C)C.O
charge = 0

Structure (XYZ):
```
16
C5H10O | the Open Molecules 2025 dataset | wB97M-V/def2-TZVPD
C -0.34713 0.84265 1.96439
C -0.85702 0.17058 0.93979
C -0.46903 0.40327 -0.48738
C 0.04874 1.54983 -0.90606
C -1.09754 -0.52079 -1.51113
H 0.32418 1.66958 1.77542
H -0.62195 0.58732 2.98045
H -1.54871 -0.66009 1.03772
H 0.24554 1.74210 -1.95633
H 0.30890 2.37163 -0.26337
H -0.40515 -0.63755 -2.34739
H -2.03583 -0.10993 -1.88416
H -1.33698 -1.51283 -1.12779
O 2.49307 -2.06681 0.95890
H 3.37647 -2.09844 0.56998
H 1.92244 -1.73051 0.25698
```


[5]
Density functional theory data (wB97M-V/def2-TZVPD) for a cluster of 2 separate species, C4H10O2P in total in a non-equilibrium geometry.

## Properties
<S²> = 2.0091
lowest unoccupied orbital energy (alpha / beta) = 4.1 / 3.6 eV
frontier orbital gap (alpha / beta) = 5.490 / 6.945 eV
charge = -1
2S+1 = 3

Structure (XYZ):
```
17
C4H10O2P | the Open Molecules 2025 dataset | wB97M-V/def2-TZVPD
C 2.69539 0.37772 1.28398
C -1.52717 -1.34314 -0.16346
C -1.85700 0.08205 0.06293
C -1.11957 1.19089 -0.73703
O 1.62562 -1.88485 0.11710
O 1.89219 0.30406 -1.32396
P 1.64969 -0.40173 0.16224
H 2.57782 -0.22226 2.27516
H 2.46057 1.51557 1.42856
H -1.90852 -1.74673 -1.17247
H -0.39122 -1.30192 -0.15181
H -1.85393 -1.85276 0.71664
H -1.48079 0.39976 1.02271
H -2.93965 0.39966 -0.15165
H -1.46024 1.32012 -1.73577
H -0.80404 2.07191 -0.17009
H 2.44084 1.09165 -1.46308
```


[6]
Density functional theory data (wB97M-V/def2-TZVPD) for a structure of composition C30H43N3O11S in a non-equilibrium geometry.

## Properties
lowest unoccupied orbital energy = -0.4 eV
frontier orbital gap = 7.733 eV
charge = 0

Structure (XYZ):
```
88
C30H43N3O11S | the Open Molecules 2025 dataset | wB97M-V/def2-TZVPD
C 4.51562 -0.53375 -0.59794
O 4.17608 -0.40948 -2.00496
C 2.73852 -0.25524 -2.07150
C 2.28150 1.12736 -2.68064
C 0.93132 1.71431 -2.09546
C -0.23621 0.69287 -1.93903
C -0.41197 -0.52444 -2.69900
C -1.57534 -1.47496 -2.45966
N -1.80784 -2.68079 -3.11013
S -3.19876 -3.22873 -2.35624
N -3.61094 -2.07187 -1.21262
C -2.59818 -1.13514 -1.39077
C -2.46069 0.14375 -0.61865
C -1.31346 1.02435 -0.88764
N -1.23292 2.25219 -0.11575
H 3.92812 -1.34648 -0.08458
H 5.61152 -0.79221 -0.56953
H 4.30319 0.47557 -0.13226
H 2.21789 -0.47733 -1.09728
H 2.38669 -1.06011 -2.79370
H 2.24518 1.13840 -3.81688
H 3.09317 1.87601 -2.40684
H 1.15802 2.10324 -1.05319
H 0.64497 2.60585 -2.71287
H 0.34334 -0.82326 -3.47367
H -3.18929 0.46163 0.16438
H -2.15203 2.44427 0.30578
H -0.56787 2.16988 0.65843
O -5.06210 1.58626 1.79212
C -5.88867 0.77469 1.47445
O -5.96559 0.22463 0.23636
C -7.12368 -0.61880 0.15660
C -7.44987 -0.98257 1.58948
C -7.00324 0.25426 2.34788
H -7.93021 -0.05825 -0.32456
H -6.89553 -1.49714 -0.44694
H -8.49915 -1.23684 1.74092
H -6.84762 -1.84037 1.90027
H -7.79262 1.00681 2.40318
H -6.63820 0.00742 3.34310
O 1.73804 1.12260 -5.74064
C 0.67919 1.66598 -5.90580
O -0.12886 2.04685 -4.88801
C -1.35977 2.55907 -5.41355
C -1.04172 2.97996 -6.83276
C 0.03055 1.97940 -7.23231
H -2.11197 1.76746 -5.37200
H -1.69710 3.39806 -4.80435
H -1.91282 2.97788 -7.48791
H -0.62139 3.98971 -6.83554
H -0.39956 1.06354 -7.64292
H 0.74839 2.41131 -7.92732
O 5.56731 -0.64466 2.15005
C 5.04782 -1.27822 3.02522
O 5.28458 -1.07534 4.34900
C 4.59179 -2.06963 5.11849
C 3.47581 -2.56195 4.22143
C 4.08837 -2.42899 2.83853
H 5.29539 -2.86132 5.37638
H 4.21106 -1.62334 6.03661
H 3.14550 -3.57298 4.46077
H 2.61190 -1.89714 4.30555
H 4.65295 -3.31979 2.55514
H 3.33785 -2.19477 2.08585
O -5.03833 2.87923 -6.21405
C -5.22099 2.80733 -5.03030
O -4.64184 1.87460 -4.22427
C -5.16113 2.00966 -2.89059
C -5.68201 3.42710 -2.80491
C -6.14450 3.68976 -4.22579
H -5.95134 1.26741 -2.74848
H -4.36618 1.82112 -2.16863
H -6.46530 3.55302 -2.05708
H -4.86421 4.10812 -2.55345
H -7.17476 3.36507 -4.38582
H -6.02384 4.73594 -4.50109
O 5.43372 -3.08616 10.12354
C 6.23315 -3.16140 9.23525
O 5.92027 -3.00441 7.91937
C 7.08023 -3.26437 7.11687
C 8.26104 -3.05550 8.04137
C 7.70012 -3.48335 9.38613
H 7.02198 -4.29075 6.74240
H 7.10054 -2.58011 6.26932
H 9.14869 -3.61108 7.73813
H 8.52306 -1.99463 8.07384
H 7.81300 -4.55664 9.55231
H 8.14215 -2.91959 10.20540
```


[7]
Density functional theory data (wB97M-V/def2-TZVPD) for an isolated molecule of C4H8O2.

## Properties
lowest unoccupied orbital energy = 1.1 eV
frontier orbital gap = 11.092 eV
SMILES = COC[C@H]1CO1
charge = 0

Structure (XYZ):
```
14
C4H8O2 | the Open Molecules 2025 dataset | wB97M-V/def2-TZVPD
C 0.59317 2.12509 0.58235
O -0.08683 1.17891 -0.21051
C -0.27422 -0.00812 0.52322
C -0.84640 -1.14747 -0.29383
C 0.02091 -1.78324 -1.28671
O -0.17301 -2.36535 -0.00534
H 0.00198 2.41053 1.46779
H 1.55813 1.72725 0.93778
H 0.77497 3.01215 -0.02803
H -0.91058 0.18907 1.40133
H 0.69010 -0.38941 0.87990
H -1.92970 -1.24670 -0.38436
H 0.99672 -1.33660 -1.48817
H -0.41523 -2.36612 -2.09543
```


[8]
Density functional theory data (wB97M-V/def2-TZVPD) for an isolated molecule of C4H4N2OS in a non-equilibrium geometry.

## Properties
lowest unoccupied orbital energy = -0.8 eV
frontier orbital gap = 7.349 eV
SMILES = C#CC(=O)/C(N)=N\S
charge = 0

Structure (XYZ):
```
12
C4H4N2OS | the Open Molecules 2025 dataset | wB97M-V/def2-TZVPD
C 1.93709 1.81689 0.10337
C 1.48125 0.61692 0.32488
C 0.56223 -0.38768 0.85913
O 0.67155 -0.83579 2.01267
C -0.63710 -0.72944 0.03399
N -0.97378 -2.00690 0.22021
N -1.16865 0.17918 -0.81141
S -0.57250 1.60577 -1.45231
H 2.62841 2.57076 -0.09645
H -2.01167 -2.08632 0.04925
H -0.36801 -2.60969 1.00400
H -1.54883 1.86632 -2.24733
```


Q: charge of number 7 (C4H8O2)?
A: 0


Q: Which value of charge does entry 4 give?
A: 0


Q: charge of number 1 (C5H10NO2)?
A: +1